ORCA calculation (ωB97M-V/def2-TZVPD) on C56H60Cl4F3N10NiO2 as an isolated structure at a distorted geometry.

ORCA input file:
```
! wB97M-V def2-TZVPD RIJCOSX def2/J DEFGRID3
* xyz 1 3
Ni 1.84503 5.46081 -0.20253
C -0.07365 -0.89283 -0.41742
O -1.02456 -1.06413 0.64049
O 0.28864 0.45101 -0.26736
C 0.98632 -2.04739 -0.36251
F 2.03823 -1.84000 -1.08264
F 1.54536 -2.32120 0.81518
F 0.51885 -3.29481 -0.75989
C -1.90223 -2.14915 0.64838
C -3.13812 -1.80195 1.42479
H -3.91973 -2.54922 1.28780
H -2.93294 -1.81232 2.49525
H -3.53558 -0.81677 1.18074
H -1.46380 -2.94576 1.24945
H -2.22891 -2.46673 -0.34183
H -0.65809 -1.13838 -1.30412
N -5.38162 -7.73181 -2.31277
C -6.63743 -8.20725 -2.39178
C -7.08358 -9.07164 -3.37058
C -6.15856 -9.51190 -4.31578
C -4.82943 -9.06340 -4.29993
C -4.47336 -8.17879 -3.26393
H -7.35409 -7.86624 -1.65931
H -8.09140 -9.45731 -3.32626
H -6.51905 -10.17607 -5.08735
H -4.07006 -9.37402 -5.00227
H -3.46843 -7.78359 -3.24595
N 0.32987 -0.51254 9.40488
C -0.48980 -1.43574 10.04047
C -1.13566 -2.46910 9.32295
C -0.80232 -2.63440 7.97655
C 0.17918 -1.77856 7.33565
C 0.71677 -0.73208 8.10483
H -0.69819 -1.30384 11.09193
H -1.84009 -3.15765 9.76575
H -1.18297 -3.42250 7.34377
H 0.51251 -1.85675 6.31136
H 1.41074 -0.07190 7.60586
N 5.45339 5.29397 -3.39349
C 6.63413 5.86388 -3.20027
C 7.67780 5.78321 -4.13458
C 7.41488 5.13627 -5.34312
C 6.21156 4.48613 -5.52062
C 5.27153 4.54598 -4.52322
H 6.81166 6.26219 -2.21223
H 8.63987 6.20098 -3.87711
H 8.16830 5.02459 -6.10882
H 6.07727 3.82941 -6.36742
H 4.42027 3.88462 -4.58929
N -0.90567 6.55991 -3.99295
C -0.65526 7.65220 -4.77245
C -1.46721 8.07507 -5.80614
C -2.52203 7.28449 -6.17611
C -2.82424 6.15077 -5.45747
C -2.00513 5.79994 -4.40400
H 0.25077 8.15747 -4.47210
H -1.17714 8.90929 -6.42770
H -3.05158 7.45842 -7.10116
H -3.58179 5.42816 -5.72273
H -2.08406 4.79553 -4.01501
N 9.12936 -2.40361 -1.66825
C 9.23003 -2.22425 -3.00165
C 9.72106 -3.21249 -3.87393
C 10.07233 -4.42344 -3.30819
C 9.89133 -4.62543 -1.94104
C 9.46877 -3.58776 -1.13508
H 8.91804 -1.25281 -3.35572
H 9.77749 -2.92247 -4.91272
H 10.35071 -5.20223 -4.00275
H 10.21565 -5.56275 -1.51365
H 9.50193 -3.56298 -0.05588
N 5.44776 4.37848 2.67690
C 5.88933 5.35027 3.52741
C 7.03181 5.24185 4.25861
C 7.77458 4.05911 4.22374
C 7.35262 3.01723 3.42741
C 6.21394 3.21378 2.66133
H 5.31854 6.26353 3.60837
H 7.39228 6.05901 4.86583
H 8.75066 4.06149 4.68596
H 7.95287 2.11986 3.39856
H 5.98409 2.45806 1.92480
N -1.41793 5.74793 3.21348
C -1.65762 4.76661 4.14593
C -2.59585 4.82734 5.19217
C -3.23872 5.98004 5.43577
C -2.90814 7.10392 4.66901
C -2.08345 6.96785 3.55672
H -1.31114 3.77225 3.90591
H -2.81620 3.95409 5.78822
H -3.93738 6.07683 6.25364
H -3.30656 8.06581 4.95609
H -2.01400 7.75847 2.82427
N 6.15316 -9.15513 2.02599
C 6.45417 -10.01110 3.05862
C 6.44582 -9.61658 4.39471
C 6.27894 -8.27759 4.64354
C 6.07712 -7.34093 3.61477
C 5.95101 -7.82686 2.31122
H 6.56053 -11.05826 2.81666
H 6.53392 -10.28028 5.24214
H 6.29476 -7.83661 5.62928
H 5.82394 -6.31290 3.82797
H 5.59311 -7.17406 1.52881
N -5.93441 -1.66999 -7.31697
C -5.41081 -1.35987 -6.14424
C -5.88288 -0.39042 -5.26358
C -6.99526 0.31515 -5.69712
C -7.51504 0.12598 -6.98330
C -6.95262 -0.88912 -7.83301
H -4.53714 -1.91743 -5.84053
H -5.45417 -0.31985 -4.27483
H -7.47784 1.04327 -5.06201
H -8.43987 0.58669 -7.29768
H -7.39655 -1.08825 -8.79720
N -8.14590 6.83676 0.21674
C -8.56960 8.03752 0.61559
C -8.84151 8.40356 1.91997
C -8.72557 7.42075 2.92141
C -8.31944 6.15774 2.52532
C -8.00248 5.86771 1.18408
H -8.58806 8.79195 -0.15700
H -9.06475 9.43128 2.16562
H -8.92816 7.77486 3.92139
H -8.12666 5.37801 3.24730
H -7.54469 4.91567 0.95951
C -9.23624 -3.98127 5.88786
Cl -7.77698 -4.57781 6.69804
Cl -10.30725 -5.32364 5.41031
H -9.82280 -3.38680 6.58834
H -8.97873 -3.33536 5.04846
C 3.31049 -5.08909 -6.16495
Cl 4.19775 -4.34475 -7.49894
Cl 2.70745 -6.72071 -6.64674
H 4.01888 -5.14684 -5.33855
H 2.44079 -4.47490 -5.93149
*
```

Values from the calculation:
DFT total energy	-6515.96611	a.u.
HOMO (spin up / spin down)	-0.3902 / -0.3902	Ha
relative energy (zero: lowest compared OMol25 entry of this formula, charge and spin)	0.0000	eV
molecular weight	1162.66	g mol⁻¹
E_LUMO (spin up / spin down)	-6.2 / -6.2	eV
<S²>	2.007